# 1
C26H33Br2MnN2O4P | the ωB97M-V functional and the def2-TZVPD basis

Properties
largest force on an atom: 0.58 eV/A
HOMO energy (spin up / spin down): -0.524 / -0.522 Eh
frontier orbital gap (spin up / spin down): 8.18 / 8.13 eV
spin multiplicity: 2
LUMO energy (spin up / spin down): -6.1 / -6.1 eV
energy above the lowest of the compared OMol25 structures with the same formula, charge and spin: 0.000 eV
charge: +2

Positions of all 69 atoms, in Å:
Mn (0.07202, 0.61318, 0.13902)
C (2.60525, 2.30445, -0.67022)
C (2.43278, 3.19983, 0.55429)
O (1.45322, 2.59138, 1.38044)
C (0.57965, 3.46848, 2.07767)
C (-0.81679, 2.84618, 2.06647)
O (-1.02711, 2.37666, 0.73085)
C (-2.36742, 2.36072, 0.25821)
C (-2.29418, 2.05429, -1.24474)
O (-1.12964, 1.26260, -1.56158)
C (-0.39196, 1.74210, -2.70837)
C (1.10166, 1.59836, -2.45049)
O (1.27999, 1.97733, -1.09242)
H (3.16612, 1.39083, -0.44787)
H (3.12550, 2.84744, -1.46210)
H (2.10023, 4.19033, 0.23364)
H (3.38005, 3.31066, 1.09025)
H (0.54335, 4.44003, 1.57900)
H (0.92415, 3.61585, 3.10430)
H (-1.56382, 3.60343, 2.31310)
H (-0.91499, 2.01592, 2.77196)
H (-2.81460, 3.34723, 0.39881)
H (-2.96528, 1.63149, 0.81607)
H (-2.24213, 2.98886, -1.79998)
H (-3.18637, 1.52180, -1.57547)
H (-0.61796, 2.79941, -2.84181)
H (-0.70096, 1.19053, -3.59725)
H (1.65448, 2.26813, -3.11320)
H (1.45326, 0.57475, -2.61110)
Br (-5.00666, -2.61737, 3.09446)
C (-3.57845, -1.80763, 2.19604)
C (-3.69970, -1.42940, 0.86346)
C (-2.63188, -0.79777, 0.26158)
N (-1.47671, -0.54751, 0.88918)
C (-1.33571, -0.97808, 2.15952)
C (-2.37345, -1.58345, 2.84900)
C (0.02550, -0.80999, 2.71823)
C (0.41865, -1.40907, 3.90653)
C (1.74029, -1.30086, 4.30849)
Br (2.32275, -2.10238, 5.89791)
C (2.62573, -0.59455, 3.50258)
C (2.14754, -0.02083, 2.34460)
N (0.87611, -0.11696, 1.93800)
H (-4.61050, -1.61110, 0.31152)
H (-2.68651, -0.48381, -0.77200)
H (-2.25443, -1.88187, 3.87885)
H (-0.28175, -1.97162, 4.50360)
H (3.66604, -0.49100, 3.77521)
H (2.81280, 0.54809, 1.71087)
C (1.01495, -2.82854, 0.36719)
P (1.07222, -1.40155, -0.77957)
C (2.83472, -1.46668, -1.26113)
C (0.19161, -2.04060, -2.24257)
C (-1.04244, -2.66757, -2.06985)
C (-1.76369, -3.12454, -3.16124)
C (-1.26124, -2.96225, -4.44421)
C (-0.02482, -2.36065, -4.62621)
C (0.69875, -1.90584, -3.53343)
H (0.00543, -2.97895, 0.74823)
H (1.68310, -2.65481, 1.21155)
H (1.32741, -3.73670, -0.14763)
H (3.06099, -2.43293, -1.71281)
H (3.44178, -1.35934, -0.36035)
H (3.11912, -0.67854, -1.95949)
H (-1.43177, -2.84031, -1.07380)
H (-2.71027, -3.62617, -3.01003)
H (-1.82065, -3.32366, -5.29597)
H (0.38875, -2.26133, -5.62055)
H (1.67789, -1.47412, -3.70327)

Forces on atoms 1 to 2 (eV/Å):
Mn -0.5 0.0 -0.3
C 0.0 0.2 0.2

=====

# 2
C26H33BrGe2IIrN3O4 | the ωB97M-V functional and the def2-TZVPD basis

Properties
largest force on an atom: 1.35 eV/A
HOMO energy (spin up / spin down): -0.468 / -0.522 Eh
frontier orbital gap (spin up / spin down): 6.47 / 4.88 eV
spin multiplicity: 6
LUMO energy (spin up / spin down): -6.3 / -9.3 eV
energy above the lowest of the compared OMol25 structures with the same formula, charge and spin: 0.000 eV
charge: +2

Positions of all 71 atoms, in Å:
Ir (0.96471, 1.32032, 1.88410)
O (1.35910, -4.74983, 2.14542)
C (2.45312, -4.19509, 2.63593)
O (3.36485, -4.82579, 3.08576)
C (2.53421, -2.69269, 2.64409)
C (3.52947, -2.01302, 3.32030)
N (3.32358, -0.70447, 3.12734)
N (2.26729, -0.47237, 2.35462)
C (1.76635, -1.67337, 2.04804)
C (0.64810, -1.74324, 1.07853)
O (-0.07937, -2.70257, 0.96631)
O (0.51260, -0.63074, 0.35576)
H (0.71485, -4.12111, 1.77292)
H (4.35058, -2.41492, 3.89242)
H (3.86413, 0.06452, 3.49275)
C (-4.11657, 0.06864, -0.20490)
C (-3.03116, 0.10506, 0.84909)
Ge (-1.41982, 1.36128, 0.44842)
C (-2.18544, 3.25391, 0.74678)
C (-3.28387, 3.71535, -0.18867)
C (-1.33989, 1.04093, -1.49557)
C (-0.46462, 0.37799, -2.30791)
Ge (1.07201, -0.68213, -1.56049)
C (1.26499, -2.65159, -1.83818)
C (1.60160, -3.08703, -3.26145)
C (2.64753, 0.51582, -1.28128)
C (3.52331, 0.74461, -2.51253)
C (-0.48763, 0.47376, -3.74611)
C (0.55734, -0.09863, -4.50866)
C (0.57571, -0.01304, -5.87797)
C (-0.45894, 0.65295, -6.54176)
C (-1.50447, 1.22647, -5.81671)
C (-1.52122, 1.14761, -4.44473)
H (-4.94013, -0.54930, 0.16252)
H (-3.76886, -0.37213, -1.13869)
H (-4.53411, 1.05328, -0.41078)
H (-2.56405, -0.87266, 0.98018)
H (-3.39085, 0.48169, 1.80701)
H (-1.29887, 3.88448, 0.67104)
H (-2.51075, 3.23281, 1.78742)
H (-2.97292, 3.71134, -1.23402)
H (-3.53789, 4.74866, 0.06275)
H (-4.19925, 3.13503, -0.08391)
H (-2.19845, 1.52295, -1.96594)
H (0.33104, -3.09675, -1.50027)
H (2.05718, -2.94436, -1.14506)
H (0.79117, -2.86380, -3.95526)
H (1.75447, -4.16591, -3.27133)
H (2.51880, -2.62563, -3.63092)
H (3.22685, 0.07463, -0.46799)
H (2.22212, 1.45904, -0.92644)
H (3.99685, -0.17934, -2.84565)
H (4.31634, 1.45144, -2.26899)
H (2.95360, 1.16648, -3.34154)
H (1.37398, -0.61246, -4.00696)
H (1.38581, -0.45479, -6.44202)
H (-0.44922, 0.72472, -7.62111)
H (-2.30686, 1.73324, -6.33496)
H (-2.34945, 1.58666, -3.90697)
I (1.85554, 3.69803, 1.73192)
Br (-2.58420, 0.33623, 7.75191)
C (-1.57590, 0.61247, 6.19573)
C (-1.76683, -0.19743, 5.08065)
C (-1.00149, 0.03830, 3.95976)
N (-0.07990, 1.00820, 3.89872)
C (0.09824, 1.78538, 4.97155)
C (-0.62749, 1.62515, 6.13520)
H (-2.49465, -0.99619, 5.08960)
H (-1.12702, -0.57710, 3.07530)
H (0.84909, 2.56147, 4.89777)
H (-0.45442, 2.27853, 6.97811)

Forces on atoms 1 to 2 (eV/Å):
Ir -0.6 -0.1 0.0
O -0.1 -0.4 -0.1

=====

# 3
C26H33LuN4O3Te | the ωB97M-V functional and the def2-TZVPD basis

Properties
largest force on an atom: 3.34 eV/A
HOMO energy: -0.461 Eh
frontier orbital gap: 6.64 eV
LUMO energy: -5.9 eV
energy above the lowest of the compared OMol25 structures with the same formula, charge and spin: 0.167 eV
charge: +2

Positions of all 68 atoms, in Å:
Lu (0.32596, -0.36996, -0.20058)
C (-1.46546, -0.87275, 2.65549)
O (-0.27004, -0.29975, 2.11317)
C (0.39952, 0.52764, 3.06397)
C (1.60180, 1.05722, 2.36246)
O (2.18812, 0.07989, 1.46621)
C (2.65904, -1.11445, 2.11649)
C (2.89912, -2.15387, 1.10728)
O (1.67865, -2.33875, 0.45071)
C (1.52334, -3.71751, 0.05376)
H (-2.35487, -0.26017, 2.46043)
H (-1.26065, -0.97623, 3.70769)
H (-1.60304, -1.80925, 2.23136)
H (0.61739, -0.10166, 3.93190)
H (-0.25321, 1.36239, 3.42464)
H (2.38503, 1.43905, 2.97442)
H (1.24167, 1.88301, 1.67236)
H (1.95056, -1.45575, 2.93273)
H (3.60963, -0.83260, 2.68342)
H (3.28447, -3.00901, 1.58888)
H (3.67459, -1.91527, 0.32029)
H (2.43001, -4.03546, -0.34993)
H (0.67674, -3.77301, -0.63841)
H (1.31069, -4.29478, 0.90362)
N (2.09462, 1.19971, -1.02539)
C (1.65030, 2.59839, -1.01249)
C (2.44746, 3.51413, -1.63294)
C (2.04137, 4.87331, -1.66867)
C (0.87031, 5.24527, -1.07103)
C (0.05911, 4.31489, -0.39557)
C (-1.20856, 4.59065, 0.25048)
C (-1.91223, 3.58088, 0.84753)
C (-1.42858, 2.27599, 0.75391)
N (-0.32464, 1.95399, 0.14726)
C (0.45558, 2.94582, -0.44375)
H (2.26680, 0.96500, -1.96353)
H (2.89267, 1.04977, -0.42072)
H (3.39281, 3.24592, -2.08638)
H (2.64596, 5.57587, -2.28039)
H (0.51574, 6.24904, -1.08902)
H (-1.64627, 5.58990, 0.16946)
H (-2.90565, 3.77567, 1.27592)
H (-1.97021, 1.43242, 1.12088)
Te (-2.25028, -1.41723, -1.21673)
C (-3.12089, -2.60231, 0.35081)
C (-2.40228, -3.72508, 0.78340)
C (-2.94219, -4.43345, 1.93209)
C (-3.99365, -3.92223, 2.67488)
C (-4.66226, -2.81488, 2.19491)
C (-4.24838, -2.17169, 1.00791)
H (-1.49167, -4.05705, 0.29084)
H (-2.50634, -5.31971, 2.27970)
H (-4.41010, -4.41676, 3.56261)
H (-5.54134, -2.44703, 2.69690)
H (-4.86537, -1.42064, 0.61605)
N (1.00311, -1.70449, -2.41264)
C (0.73977, -0.59501, -3.22540)
C (1.25032, -0.31400, -4.45265)
C (0.69957, 0.78237, -5.14691)
C (-0.29906, 1.52157, -4.57708)
C (-0.59106, 1.26983, -3.26775)
N (-0.13704, 0.23700, -2.63363)
H (1.80590, -2.26842, -2.77011)
H (0.11741, -2.25526, -2.35677)
H (1.93734, -1.03662, -4.89128)
H (0.97395, 0.95649, -6.19660)
H (-0.89712, 2.26611, -5.05152)
H (-1.35400, 1.89289, -2.69898)

Forces on atoms 1 to 2 (eV/Å):
Lu 0.1 0.0 -0.4
C -0.1 1.3 0.8